Entry 1:
ORCA calculation (ωB97M-V with the def2-TZVPD basis set) on a single C5H12O2 molecule.

Values from the calculation:
Energy (eV): -9474.3535
SMILES string: CC[C@@H](O)CCO
E_LUMO (eV): 0.7
HOMO-LUMO gap (hartree): 0.39410
HOMO level (eV): -9.975
Energy relative to the best compared isomer or geometry (same formula, charge and spin) (eV): 0.782

Geometry as ORCA input:
```
! RIJCOSX wB97M-V def2-TZVPD def2/J DEFGRID3
* xyz 0 1
C -2.69 0.18 -0.38
C -1.28 0.17 -0.96
C -0.20 0.05 0.11
O -0.42 -1.17 0.80
C 1.18 0.08 -0.54
C 2.38 0.03 0.44
O 2.09 -0.62 1.68
H -3.45 0.22 -1.17
H -2.86 -0.72 0.22
H -2.84 1.04 0.28
H -1.10 1.07 -1.56
H -1.17 -0.70 -1.63
H -0.31 0.91 0.81
H 0.38 -1.31 1.32
H 1.27 0.99 -1.14
H 1.22 -0.77 -1.22
H 2.77 1.03 0.63
H 3.19 -0.55 -0.02
H 1.84 0.06 2.32
*
```



Entry 2:
ORCA calculation (ωB97M-V with the def2-TZVPD basis set) on 2 unconnected molecules or ions with the total composition CH9N2O.

Values from the calculation:
Energy (eV): -6203.4167
E_LUMO (eV): -3.3
HOMO-LUMO gap (hartree): 0.43615
HOMO level (eV): -15.130
Energy relative to the best compared isomer or geometry (same formula, charge and spin) (eV): 1.201

Geometry as ORCA input:
```
! RIJCOSX wB97M-V def2-TZVPD def2/J DEFGRID3
* xyz 1 1
N -1.49 -0.76 2.28
H -1.60 -0.79 3.30
H -1.25 -1.76 2.06
H -0.18 0.00 0.99
H -2.37 -0.53 1.81
N 0.75 0.24 0.31
C 0.22 -0.10 -1.15
O 0.81 0.81 -1.89
H 0.90 1.29 0.28
H 1.59 -0.18 0.63
H -0.91 0.03 -1.12
H 0.54 -1.20 -1.19
H 0.67 0.99 -2.86
*
```